A structure of composition C18H54O17PdS2Sr in a non-equilibrium geometry, computed with wB97M-V/def2-TZVPD.

The frontier orbital gap (spin up / spin down) is 7.7447 / 7.4325 eV. The spin multiplicity is 3. The electronic energy is -2952.2516 Ha. The molecular weight comes out at 800.787 g mol⁻¹.

Geometry (Å):
Sr1 1.17 1.08 -2.90
Pd1 2.96 0.07 0.30
S1 0.23 0.68 -0.01
O1 -0.82 -0.09 0.61
O2 1.07 -0.24 -0.75
O3 -0.21 1.61 -1.01
O4 1.23 1.18 0.90
S2 4.66 1.58 -1.36
O5 3.24 1.39 -1.54
O6 5.03 2.92 -0.95
O7 4.87 0.60 -0.30
O8 5.36 1.16 -2.52
C1 0.82 4.52 0.50
C2 -0.69 4.53 0.62
O9 -1.28 4.10 -0.59
H1 1.20 5.33 -0.12
H2 1.25 3.62 0.06
H3 1.32 4.71 1.45
H4 -1.05 5.51 0.96
H5 -1.01 3.80 1.37
H6 -0.92 3.23 -0.78
C3 -3.52 -2.63 -2.21
C4 -2.69 -1.82 -1.19
O10 -1.34 -2.21 -1.21
H7 -3.12 -2.57 -3.23
H8 -4.55 -2.30 -2.30
H9 -3.51 -3.68 -1.91
H10 -3.01 -1.96 -0.16
H11 -2.82 -0.76 -1.38
H12 -0.90 -1.61 -0.61
C5 -1.16 1.87 4.76
C6 -0.50 1.53 3.41
O11 0.63 2.26 3.19
H13 -2.01 1.22 4.95
H14 -1.46 2.92 4.81
H15 -0.38 1.82 5.52
H16 -1.26 1.70 2.65
H17 -0.30 0.46 3.49
H18 1.00 1.91 2.38
C7 -0.07 -1.75 -5.70
C8 0.53 -2.11 -4.37
O12 0.11 -1.18 -3.37
H19 0.42 -2.35 -6.46
H20 0.11 -0.71 -6.00
H21 -1.15 -1.91 -5.69
H22 1.61 -2.06 -4.43
H23 0.16 -3.13 -4.19
H24 -0.27 -1.70 -2.66
C9 -0.45 -3.77 3.99
C10 -0.83 -2.45 3.39
O13 -0.32 -2.30 2.07
H25 -1.01 -3.88 4.92
H26 0.62 -3.85 4.18
H27 -0.77 -4.65 3.42
H28 -0.54 -1.63 4.04
H29 -1.91 -2.36 3.30
H30 -0.67 -1.53 1.62
C11 -2.95 0.61 -4.46
C12 -2.21 1.74 -3.76
O14 -0.85 1.79 -4.25
H31 -3.97 0.47 -4.09
H32 -2.44 -0.35 -4.40
H33 -3.01 0.87 -5.52
H34 -2.28 1.59 -2.69
H35 -2.70 2.69 -3.92
H36 -0.85 1.97 -5.19
C13 -5.21 0.17 1.76
C14 -3.73 0.12 1.84
O15 -3.23 0.79 0.66
H37 -5.52 1.20 1.58
H38 -5.61 -0.11 2.73
H39 -5.57 -0.45 0.94
H40 -3.36 -0.90 1.84
H41 -3.41 0.61 2.76
H42 -2.30 0.57 0.55
C15 4.88 1.25 4.20
C16 3.54 1.43 3.49
O16 3.77 1.31 2.13
H43 5.29 0.25 4.06
H44 4.82 1.32 5.29
H45 5.68 1.88 3.83
H46 3.10 2.40 3.76
H47 2.80 0.65 3.62
H48 4.34 2.05 1.91
C17 3.30 -4.21 -1.16
C18 2.61 -2.84 -1.25
O17 3.53 -1.82 -1.06
H49 3.89 -4.42 -0.26
H50 3.95 -4.37 -2.02
H51 2.56 -5.00 -1.27
H52 1.81 -2.71 -0.52
H53 2.17 -2.73 -2.24
H54 4.08 -1.95 -1.84

Results of the Mulliken charge analysis, in e, for atoms 1 through 2:
1 Sr 1.4570
2 Pd 0.2228